15
Properties=species:S:1:pos:R:3:forces:R:3 method="wB97M-V/def2-TZVPD" max_force_ha_per_bohr=0.014 mol_weight_g_mol=96.13 homo_ev="-6.8 / -6.5" lumo_energy_ha="0.019 / 0.021"
C 1.9945 -0.6471 0.4474 0.1 0.0 0.0
C 0.5514 -1.0183 0.6126 0.4 -0.4 0.2
N -0.3998 -0.2802 0.0409 -0.3 0.6 -0.2
C -0.5213 1.2032 0.1843 0.1 -0.1 0.1
C -1.6341 1.4895 -0.7727 0.1 0.2 0.0
N -2.2028 0.3942 -1.1589 0.1 -0.5 0.1
C -1.5068 -0.6621 -0.6306 -0.3 0.1 -0.3
H 2.5995 -0.7075 1.3580 -0.2 0.0 0.0
H 2.4436 -1.3451 -0.2768 0.1 0.2 0.1
H 2.1116 0.3584 0.0274 0.0 -0.2 0.1
H 0.4191 1.7402 0.0514 -0.1 -0.1 -0.1
H 0.2917 -2.0643 0.7488 0.1 0.1 -0.1
H -0.8611 1.3499 1.2164 0.1 0.1 -0.1
H -1.9205 2.4695 -1.1372 0.0 -0.2 0.1
H -1.6500 -1.6936 -0.9155 -0.1 0.1 0.1